Molecular formula: C4H7NO2
Method: DFT, ωB97M-V with the def2-TZVPD basis set

HOMO level	-9.63	eV
E_LUMO	0.9582	eV
frontier orbital gap	10.6	eV
max |F|	1.40	eV/Å
ΔE to the lowest compared entry with this formula, charge and spin	2.388	eV
DFT total energy	-9844.89212	eV

Geometry as ORCA input:
```
! wB97M-V def2-TZVPD RIJCOSX def2/J DEFGRID3
* xyz 0 1
C 1.79 -0.51 0.08
C 0.51 0.32 0.18
C -0.49 0.29 -0.98
O -0.80 -1.09 -0.71
C -0.58 -0.61 0.70
O -1.08 -0.96 1.71
N -1.66 0.92 -0.43
H 1.57 -1.48 -0.37
H 2.57 -0.02 -0.51
H 2.18 -0.69 1.09
H 0.66 1.30 0.65
H -0.24 0.56 -2.01
H -1.67 1.80 0.05
H -2.52 0.40 -0.55
*
```

natural (NBO) charges in e: number 1, C, carries -0.62; number 2, C, carries -0.33; number 3, C, carries 0.21; number 4, O, carries -0.56; number 5, C, carries 0.82; number 6, O, carries -0.53; number 7, N, carries -0.88; number 8, H, carries 0.23; number 9, H, carries 0.22; number 10, H, carries 0.22; number 11, H, carries 0.21; number 12, H, carries 0.19; number 13, H, carries 0.39; number 14, H, carries 0.40